A cluster of 2 separate species, C10H16 in total. Source: the OMol25 dataset; level of theory: ωB97M-V/def2-TZVPD.

```
26
Properties=species:S:1:pos:R:3:forces:R:3
C 0.16470 -0.74801 -2.83431 1.7 -1.9 -1.7
H -1.86397 -0.12695 -0.18973 0.6 0.0 -1.7
C -0.62773 2.41353 1.28426 -1.7 0.3 -0.5
H -0.20145 -2.08642 2.24076 0.6 0.6 -0.7
H 2.14712 2.22334 1.11300 -1.0 -1.3 0.0
H 2.20766 -2.12383 1.35984 -0.4 0.6 -0.5
H -0.33846 0.09817 -3.32531 0.4 0.1 0.7
H -2.64725 -1.05382 -1.39488 0.8 1.5 -0.9
C -1.72680 -0.38963 -1.31371 -1.2 -0.2 3.4
H 3.20002 0.00262 0.84291 0.5 0.2 -0.9
C -0.36117 0.08429 2.01938 -0.9 -3.2 -0.6
H -1.49483 0.00177 2.22363 2.0 0.5 -0.1
H -0.04205 -1.57615 -3.64551 1.2 1.4 1.3
C 1.54628 1.26955 1.26718 2.4 -0.8 -1.2
H -1.72365 2.40240 1.51688 1.1 0.0 1.1
H 1.30909 -0.52640 -2.65382 -2.3 -0.5 -0.8
H -0.97574 -2.25370 -1.70432 0.9 0.4 -0.3
H 0.21853 -1.45982 -0.70782 -1.0 1.0 -1.1
H -0.19742 3.39156 1.33343 0.2 0.7 0.5
H -1.60046 0.53392 -1.89471 -1.1 -0.3 0.2
C -0.50384 -1.25068 -1.56378 -0.2 -1.4 0.7
C 1.60544 -1.19744 1.33060 -0.5 -1.0 0.4
C 0.32472 -1.19686 1.82240 -2.1 1.6 1.9
C 2.13368 0.01176 0.94686 1.3 2.1 2.1
H -0.80224 2.27738 0.22580 0.6 -0.2 -0.8
C 0.24984 1.27942 1.70099 -2.1 0.0 -0.7
```
Forces are in eV/Å.

Results
Max |F|, eV/A: 3.6
E_tot, Eh: -390.540109
ΔE to the lowest compared entry with this formula, charge and spin, kJ/mol: 251.44
Total charge: 0
Kohn-Sham gap, eV: 10.060
E_HOMO, eV: -9.0